1.
11 unconnected molecules or ions with the total composition C66H55N11O22 at a distorted geometry, computed with ωB97M-V with the def2-TZVPD basis set.

Calculated values
- energy relative to the best compared isomer or geometry (same formula, charge and spin) (kcal per mole) = 135.6
- HOMO-LUMO gap (eV) = 8.16
- E (Ha) = -4804.401688
- LUMO (eV) = -1.23
- SMILES = O=[N+]([O-])c1ccccc1.O=[N+]([O-])c1ccccc1.O=[N+]([O-])c1ccccc1.O=[N+]([O-])c1ccccc1.O=[N+]([O-])c1ccccc1.O=[N+]([O-])c1ccccc1.O=[N+]([O-])c1ccccc1.O=[N+]([O-])c1ccccc1.O=[N+]([O-])c1ccccc1.O=[N+]([O-])c1ccccc1.O=[N+]([O-])c1ccccc1

Last column: Mulliken charge in e.
CARTESIAN COORDINATES (ANGSTROEM)
O (20.353, 3.533, -8.130)  -0.6011
N (19.664, 2.649, -7.679)  1.0835
O (19.784, 1.450, -7.836)  -0.4857
C (18.741, 3.033, -6.588)  -0.1044
C (18.428, 4.421, -6.462)  -0.2116
C (17.578, 4.882, -5.460)  -0.8149
C (16.822, 3.922, -4.793)  -0.3782
C (17.175, 2.552, -4.824)  -0.6129
C (18.178, 2.134, -5.708)  -0.0685
H (18.792, 5.149, -7.173)  0.4641
H (17.351, 5.899, -5.175)  0.3740
H (15.896, 4.192, -4.306)  0.4170
H (16.796, 1.829, -4.117)  0.4977
H (18.327, 1.077, -5.867)  0.4170
O (5.871, 3.136, -4.509)  -0.5168
N (6.452, 2.763, -5.488)  0.8391
O (6.442, 3.334, -6.588)  -0.5458
C (7.540, 1.636, -5.395)  0.1866
C (8.711, 1.748, -6.166)  -0.0065
C (9.680, 0.779, -6.157)  -0.5394
C (9.367, -0.380, -5.395)  -0.5590
C (8.258, -0.518, -4.664)  -0.6200
C (7.367, 0.505, -4.518)  -0.4977
H (8.791, 2.658, -6.743)  0.4520
H (10.507, 0.816, -6.851)  0.4739
H (9.989, -1.263, -5.392)  0.5964
H (8.148, -1.469, -4.165)  0.3734
H (6.388, 0.580, -4.070)  0.3880
O (21.703, 3.942, -12.682)  -0.5739
N (20.503, 3.629, -12.820)  0.8455
O (19.929, 3.049, -11.954)  -0.3273
C (19.837, 3.845, -14.137)  -0.0280
C (20.487, 4.493, -15.169)  -0.4737
C (19.765, 4.772, -16.317)  -0.6644
C (18.512, 4.122, -16.594)  -0.5037
C (17.909, 3.375, -15.546)  -0.4618
C (18.618, 3.264, -14.334)  -0.0029
H (21.493, 4.798, -14.924)  0.4888
H (20.231, 5.256, -17.163)  0.3533
H (17.939, 4.339, -17.484)  0.4367
H (16.964, 2.872, -15.687)  0.5115
H (18.167, 2.751, -13.497)  0.3744
O (14.007, -3.688, -11.872)  -0.5218
N (12.907, -3.267, -12.098)  1.1381
O (11.809, -3.739, -11.770)  -0.6192
C (12.836, -2.072, -12.950)  -0.1329
C (13.967, -1.668, -13.603)  0.1130
C (13.942, -0.358, -14.218)  -0.1969
C (12.784, 0.417, -14.314)  -0.9204
C (11.686, 0.084, -13.613)  -0.3799
C (11.699, -1.194, -12.968)  -0.7008
H (14.852, -2.286, -13.631)  0.3466
H (14.698, -0.181, -14.969)  0.4286
H (12.743, 1.341, -14.871)  0.4851
H (10.793, 0.691, -13.583)  0.5293
H (10.740, -1.483, -12.561)  0.4841
O (17.746, -2.342, -6.326)  -0.6727
N (17.583, -3.154, -7.210)  1.3041
O (16.835, -4.050, -7.168)  -0.6362
C (18.349, -2.992, -8.483)  -0.2253
C (19.113, -1.817, -8.670)  -0.7341
C (19.882, -1.698, -9.833)  -0.3005
C (19.974, -2.772, -10.726)  -0.3892
C (19.133, -3.891, -10.550)  -0.4496
C (18.279, -3.959, -9.488)  -0.5563
H (19.111, -1.033, -7.926)  0.7596
H (20.415, -0.764, -9.942)  0.6670
H (20.490, -2.595, -11.658)  0.5035
H (18.893, -4.615, -11.316)  0.2884
H (17.591, -4.790, -9.440)  0.5253
O (24.975, -2.341, -8.935)  -0.5750
N (24.375, -1.273, -8.723)  0.9139
O (24.454, -0.545, -7.670)  -0.5458
C (23.805, -0.598, -9.934)  0.2586
C (23.035, 0.570, -9.762)  -0.7515
C (22.509, 1.139, -10.855)  -0.0170
C (22.610, 0.682, -12.117)  -0.2094
C (23.430, -0.489, -12.348)  -0.5021
C (24.080, -1.070, -11.264)  -0.5816
H (22.872, 1.095, -8.832)  0.4906
H (21.835, 1.961, -10.663)  0.3241
H (21.978, 1.174, -12.841)  0.3426
H (23.345, -0.876, -13.353)  0.3895
H (24.699, -1.935, -11.452)  0.4273
O (18.017, 0.801, -11.753)  -0.2958
N (17.147, -0.040, -11.872)  0.9330
O (16.991, -0.728, -12.853)  -0.3662
C (16.409, -0.279, -10.621)  -0.2723
C (15.871, -1.604, -10.375)  -0.5439
C (15.198, -1.901, -9.156)  -0.7332
C (15.097, -1.047, -8.115)  -1.0699
C (15.613, 0.243, -8.389)  -0.2258
C (16.154, 0.674, -9.594)  -0.9488
H (15.874, -2.251, -11.239)  0.6589
H (14.852, -2.923, -9.124)  0.6978
H (14.609, -1.212, -7.166)  0.3240
H (15.533, 1.023, -7.647)  0.8937
H (16.463, 1.700, -9.728)  0.9384
O (16.322, 4.773, -10.240)  -0.6079
N (15.538, 4.456, -9.419)  1.1589
O (15.667, 4.640, -8.175)  -0.5744
C (14.314, 3.722, -9.792)  -0.4439
C (14.168, 3.228, -11.134)  -0.4624
C (13.045, 2.613, -11.528)  -0.1292
C (12.006, 2.359, -10.594)  -0.6515
C (12.219, 2.682, -9.231)  -0.1455
C (13.320, 3.383, -8.847)  -0.4819
H (14.925, 3.429, -11.878)  0.5819
H (12.976, 2.398, -12.584)  0.3776
H (11.165, 1.711, -10.792)  0.4002
H (11.328, 2.649, -8.621)  0.4766
H (13.358, 3.702, -7.816)  0.4969
O (14.305, -5.535, -3.473)  -0.5573
N (13.253, -4.788, -3.478)  0.8894
O (12.216, -5.277, -3.087)  -0.5426
C (13.306, -3.347, -3.895)  0.1206
C (14.419, -2.841, -4.601)  -0.4876
C (14.442, -1.472, -4.843)  -0.6377
C (13.369, -0.684, -4.535)  -0.3536
C (12.281, -1.190, -3.817)  -0.7511
C (12.293, -2.552, -3.462)  -0.4759
H (15.201, -3.535, -4.873)  0.6542
H (15.404, -1.140, -5.205)  0.6131
H (13.313, 0.339, -4.878)  0.4638
H (11.470, -0.503, -3.624)  0.6669
H (11.465, -2.888, -2.856)  0.4356
O (20.630, -1.629, -13.837)  -0.4354
N (20.450, -1.236, -14.963)  0.9049
O (21.082, -0.362, -15.540)  -0.6050
C (19.105, -1.632, -15.562)  -0.1013
C (18.552, -0.888, -16.626)  -0.4637
C (17.324, -1.250, -17.117)  -0.7067
C (16.648, -2.393, -16.630)  -1.0776
C (17.089, -3.010, -15.487)  -0.1772
C (18.377, -2.643, -15.004)  -0.1300
H (19.077, 0.015, -16.897)  0.5497
H (16.904, -0.684, -17.935)  0.4181
H (15.646, -2.570, -16.991)  0.4547
H (16.428, -3.757, -15.072)  0.7505
H (18.757, -3.137, -14.123)  0.5048
O (12.939, -6.627, -15.347)  -0.5878
N (13.549, -6.892, -14.313)  0.9724
O (12.935, -7.340, -13.346)  -0.5755
C (15.080, -6.744, -14.292)  0.0410
C (15.591, -6.406, -15.574)  -0.2945
C (16.899, -6.420, -15.773)  -0.5275
C (17.676, -6.619, -14.690)  -0.4684
C (17.207, -6.784, -13.354)  -0.4852
C (15.841, -6.843, -13.136)  -0.4120
H (15.066, -6.432, -16.518)  0.4670
H (17.387, -6.493, -16.733)  0.4356
H (18.728, -6.667, -14.926)  0.3781
H (17.913, -6.839, -12.538)  0.5300
H (15.418, -6.977, -12.152)  0.5414

2.
8 unconnected molecules or ions with the total composition C66H61Br2FNO34P3S at a distorted geometry, computed with ωB97M-V with the def2-TZVPD basis set.

Calculated values
- HOMO-LUMO gap (eV) = 6.38
- E (Ha) = -11834.694183
- LUMO (eV) = -2.13
- SMILES = CC[C@H](Br)c1c(CCF)c2c(c(C[C@@H](C)Br)c1PP(=O)(O)O)C(=O)C([PH2]=S)=C(CCN(CC)C(C)=O)C2=O.O=C1C=C(O)C(=O)C=C1O.O=C1C=C(O)C(=O)C=C1O.O=C1C=C(O)C(=O)C=C1O.O=C1C=C(O)C(=O)C=C1O.O=C1C=C(O)C(=O)C=C1O.O=C1C=C(O)C(=O)C=C1O.O=C1C=C(O)C(=O)C=C1O

Last column: Mulliken charge in e.
CARTESIAN COORDINATES (ANGSTROEM)
C (5.683, 3.470, -1.345)  -1.3682
C (4.779, 2.226, -1.200)  -0.0757
C (4.020, 2.348, 0.142)  -1.2825
Br (5.187, 1.846, 1.650)  -0.0823
C (2.711, 1.575, 0.123)  0.3864
C (1.513, 2.314, 0.135)  0.5009
C (1.485, 3.828, 0.215)  -1.6759
C (1.796, 4.426, -1.168)  0.0026
F (1.004, 5.541, -1.379)  -0.3903
C (0.310, 1.624, 0.096)  0.0477
C (0.252, 0.230, 0.052)  0.2723
C (1.429, -0.508, 0.039)  0.3877
C (1.449, -2.015, 0.024)  -1.7656
C (1.642, -2.623, 1.456)  -0.2781
C (0.273, -2.986, 2.026)  -0.6120
Br (2.627, -4.305, 1.202)  -0.0872
C (2.652, 0.190, 0.068)  0.9259
P (4.226, -0.766, 0.008)  0.2444
P (4.394, -1.638, -1.970)  0.9851
O (4.433, -3.098, -1.821)  -0.7080
O (5.700, -1.130, -2.759)  -0.4395
O (3.025, -1.262, -2.758)  -0.1762
C (-1.115, -0.406, 0.038)  -0.0610
O (-1.385, -1.401, -0.592)  -0.8741
C (-2.163, 0.317, 0.825)  0.5721
P (-3.452, -0.658, 1.650)  0.3361
S (-2.734, -1.551, 3.240)  -0.4116
C (-2.107, 1.644, 0.881)  0.2989
C (-3.071, 2.517, 1.643)  -1.5704
C (-4.223, 2.959, 0.675)  -1.1689
N (-5.478, 2.297, 1.050)  0.5902
C (-6.339, 2.018, -0.123)  -0.6766
C (-5.833, 0.752, -0.820)  -0.6285
C (-6.204, 2.998, 2.091)  0.3632
C (-6.566, 2.208, 3.326)  -0.7850
O (-6.479, 4.163, 1.985)  -0.5772
C (-1.017, 2.339, 0.118)  -0.0765
O (-1.239, 3.369, -0.469)  -0.6744
H (5.049, 4.351, -1.243)  0.3190
H (6.375, 3.463, -0.503)  0.3206
H (6.196, 3.500, -2.301)  0.4051
H (5.345, 1.301, -1.258)  0.1812
H (4.005, 2.316, -1.968)  0.4029
H (3.856, 3.404, 0.290)  0.5955
H (0.572, 4.232, 0.627)  0.5742
H (2.286, 4.164, 0.876)  0.7410
H (2.829, 4.778, -1.225)  -0.0396
H (1.666, 3.703, -1.976)  0.2605
H (2.257, -2.413, -0.581)  0.3123
H (0.545, -2.463, -0.373)  0.6313
H (2.205, -1.959, 2.107)  0.6462
H (0.314, -3.143, 3.100)  0.4545
H (-0.442, -2.200, 1.805)  -0.3958
H (-0.074, -3.868, 1.491)  0.4298
H (4.100, -1.858, 0.883)  0.0490
H (5.402, -0.846, -3.640)  0.2440
H (3.038, -1.587, -3.674)  0.2577
H (-3.820, -1.638, 0.709)  0.0709
H (-4.551, 0.149, 1.971)  -0.0326
H (-3.482, 2.015, 2.515)  0.8007
H (-2.506, 3.377, 2.007)  0.4696
H (-3.979, 2.644, -0.338)  0.5847
H (-4.291, 4.049, 0.684)  0.3159
H (-7.337, 1.823, 0.266)  0.4927
H (-6.307, 2.879, -0.797)  0.3316
H (-6.141, -0.115, -0.232)  0.2461
H (-4.744, 0.724, -0.863)  -0.1555
H (-6.285, 0.650, -1.805)  0.4322
H (-6.228, 2.755, 4.206)  0.4212
H (-7.659, 2.096, 3.324)  0.3784
H (-6.076, 1.236, 3.369)  0.0468
O (-9.037, 0.810, 4.287)  -0.6822
C (-9.287, 0.632, 5.467)  1.0166
C (-10.310, 1.354, 6.202)  -1.1165
C (-10.498, 1.103, 7.507)  0.3641
O (-11.417, 1.731, 8.230)  -0.5717
C (-9.666, 0.088, 8.248)  0.9763
O (-9.870, -0.070, 9.437)  -0.6553
C (-8.664, -0.644, 7.499)  -0.6824
C (-8.482, -0.398, 6.198)  0.3582
O (-7.574, -1.042, 5.474)  -0.6431
H (-10.896, 2.084, 5.662)  0.4615
H (-11.340, 1.368, 9.133)  0.3548
H (-8.077, -1.380, 8.029)  0.4455
H (-7.642, -0.676, 4.572)  0.3227
O (3.937, -1.260, -5.600)  -0.7206
C (4.197, -1.990, -6.550)  1.1880
C (5.266, -2.963, -6.531)  -1.0000
C (5.503, -3.717, -7.615)  0.3430
O (6.465, -4.623, -7.654)  -0.5658
C (4.682, -3.576, -8.869)  0.8892
O (4.959, -4.276, -9.822)  -0.6337
C (3.593, -2.614, -8.875)  -0.8970
C (3.358, -1.866, -7.789)  0.1532
O (2.375, -0.972, -7.740)  -0.5561
H (5.850, -3.053, -5.624)  0.5454
H (6.425, -5.023, -8.545)  0.3466
H (2.999, -2.535, -9.774)  0.5364
H (2.418, -0.567, -6.855)  0.3049
O (-3.240, 2.194, 12.162)  -0.6280
C (-3.774, 1.751, 11.163)  0.8948
C (-3.056, 1.049, 10.113)  -0.5349
C (-3.717, 0.603, 9.034)  -0.2267
O (-3.114, -0.033, 8.041)  -0.5120
C (-5.194, 0.814, 8.869)  1.1422
O (-5.713, 0.404, 7.848)  -0.5369
C (-5.917, 1.498, 9.926)  -1.1240
C (-5.259, 1.938, 11.008)  0.4081
O (-5.867, 2.566, 12.006)  -0.5766
H (-1.992, 0.908, 10.240)  0.5183
H (-3.817, -0.246, 7.394)  0.3348
H (-6.983, 1.630, 9.802)  0.4974
H (-5.168, 2.778, 12.654)  0.3505
O (-0.951, -0.201, -7.612)  -0.6583
C (-1.107, -0.094, -6.410)  0.8715
C (-0.612, -1.060, -5.447)  -0.7248
C (-0.835, -0.884, -4.134)  0.4942
O (-0.390, -1.747, -3.231)  -0.6196
C (-1.607, 0.312, -3.625)  0.4507
O (-1.798, 0.406, -2.427)  -0.0492
C (-2.080, 1.290, -4.589)  -1.2097
C (-1.848, 1.109, -5.896)  0.2112
O (-2.256, 1.971, -6.820)  -0.5855
H (-0.066, -1.910, -5.831)  0.6324
H (-0.649, -1.431, -2.336)  0.1527
H (-2.614, 2.150, -4.209)  0.5136
H (-1.963, 1.602, -7.676)  0.3525
O (11.704, 1.638, -0.088)  -0.6327
C (10.802, 0.928, 0.317)  0.9396
C (10.612, 0.593, 1.718)  -0.9931
C (9.604, -0.210, 2.085)  0.3960
O (9.381, -0.547, 3.350)  -0.5771
C (8.649, -0.787, 1.079)  1.0500
O (7.765, -1.521, 1.476)  -0.6356
C (8.824, -0.433, -0.322)  -1.0328
C (9.830, 0.372, -0.686)  0.4100
O (10.038, 0.732, -1.950)  -0.5825
H (11.307, 1.012, 2.432)  0.4237
H (8.598, -1.131, 3.336)  0.3619
H (8.119, -0.840, -1.034)  0.5180
H (10.825, 1.310, -1.935)  0.3572
O (2.741, 2.304, 5.552)  -0.6418
C (1.652, 2.638, 5.981)  1.1129
C (0.615, 1.692, 6.359)  -0.9252
C (-0.565, 2.140, 6.807)  -0.0979
O (-1.557, 1.336, 7.170)  -0.3245
C (-0.860, 3.608, 6.933)  1.2393
O (-1.962, 3.941, 7.331)  -0.6462
C (0.181, 4.553, 6.580)  -1.0690
C (1.363, 4.110, 6.134)  0.3612
O (2.345, 4.934, 5.800)  -0.5846
H (0.836, 0.638, 6.261)  0.4912
H (-2.258, 1.960, 7.435)  0.2945
H (-0.039, 5.606, 6.692)  0.4479
H (3.085, 4.368, 5.504)  0.3491
O (1.538, -4.666, -11.763)  -0.6286
C (1.769, -5.826, -12.056)  1.0455
C (3.016, -6.499, -11.738)  -0.9936
C (3.204, -7.772, -12.107)  0.4174
O (4.324, -8.436, -11.840)  -0.5704
C (2.152, -8.542, -12.855)  0.8922
O (2.396, -9.690, -13.176)  -0.6207
C (0.895, -7.875, -13.154)  -0.9845
C (0.706, -6.603, -12.781)  0.3420
O (-0.423, -5.946, -13.025)  -0.5676
H (3.765, -5.933, -11.202)  0.5449
H (4.201, -9.329, -12.216)  0.3576
H (0.139, -8.443, -13.677)  0.4180
H (-0.297, -5.051, -12.656)  0.3587